No. 1
69
Properties=species:S:1:pos:R:3:mulliken_charge:R:1 method="wB97M-V/def2-TZVPD" e_tot_ha=-1855.04039 molar_mass_g_mol=530.553 smiles="COCCNC(=O)CCCn1c(=O)c2cc(OC)c(OC)cc2n(CC(=O)Nc2ccc(C)c(F)c2)c1=O"
C -3.163 -0.815 -2.848 -0.776
O -1.945 -0.837 -2.147 -0.234
C -1.101 0.239 -2.469 -0.790
C 0.156 0.107 -1.605 0.408
N 1.079 1.201 -1.795 0.113
C 1.149 2.257 -0.962 -0.090
O 0.422 2.366 0.013 -0.681
C 2.177 3.309 -1.330 -0.597
C 2.828 3.891 -0.073 -0.631
C 3.823 2.911 0.550 -1.294
N 3.200 1.626 0.842 0.000
C 3.417 0.582 -0.042 0.921
O 4.106 0.731 -1.036 -0.724
C 2.755 -0.661 0.313 -0.574
C 2.977 -1.800 -0.475 -0.393
C 2.331 -2.983 -0.210 0.706
O 2.476 -4.138 -0.907 -0.487
C 3.383 -4.150 -1.983 -0.905
C 1.416 -3.034 0.880 1.024
O 0.802 -4.217 1.065 -0.499
C -0.162 -4.332 2.089 -0.793
C 1.212 -1.914 1.665 -0.785
C 1.874 -0.714 1.392 -0.053
N 1.674 0.418 2.159 0.143
C 0.750 0.397 3.276 -1.248
C -0.696 0.073 2.872 0.620
O -1.335 -0.767 3.472 -0.681
N -1.137 0.812 1.833 0.208
C -2.395 0.769 1.224 0.518
C -2.719 1.792 0.336 -0.659
C -3.944 1.804 -0.302 -0.536
C -4.883 0.804 -0.088 0.702
C -6.220 0.792 -0.763 -1.656
C -4.527 -0.205 0.798 0.309
F -5.410 -1.204 1.026 -0.410
C -3.316 -0.246 1.458 -0.657
C 2.360 1.594 1.938 0.717
O 2.239 2.551 2.672 -0.672
H -3.738 -1.665 -2.491 0.220
H -3.001 -0.908 -3.930 0.331
H -3.715 0.111 -2.651 0.282
H -0.838 0.218 -3.540 0.457
H -1.600 1.197 -2.255 0.290
H -0.155 0.093 -0.559 -0.679
H 0.654 -0.838 -1.830 0.358
H 1.723 1.142 -2.567 0.368
H 1.650 4.103 -1.865 0.388
H 2.935 2.885 -1.989 0.377
H 3.359 4.810 -0.318 0.537
H 2.049 4.119 0.656 0.308
H 4.646 2.708 -0.137 0.504
H 4.206 3.322 1.487 0.399
H 3.674 -1.694 -1.290 0.551
H 3.085 -3.448 -2.768 0.330
H 4.400 -3.914 -1.654 0.348
H 3.357 -5.165 -2.377 0.249
H -0.973 -3.611 1.962 0.270
H 0.287 -4.203 3.078 0.340
H -0.557 -5.343 2.003 0.250
H 0.530 -1.977 2.493 0.543
H 1.070 -0.334 4.025 0.348
H 0.781 1.396 3.724 0.494
H -0.510 1.503 1.425 0.041
H -1.998 2.574 0.150 0.524
H -4.182 2.610 -0.982 0.296
H -6.304 1.613 -1.470 0.369
H -6.371 -0.150 -1.289 0.316
H -7.014 0.883 -0.023 0.413
H -3.105 -1.046 2.146 0.615



No. 2
65
Properties=species:S:1:pos:R:3:mulliken_charge:R:1 method="wB97M-V/def2-TZVPD" e_tot_ha=-1835.96775 molar_mass_g_mol=478.641 smiles="Cc1cc(N2CCN(C)CC2)nc2ccc(NC(=S)N3CCN(c4ccc(F)cc4)CC3)cc12"
C -2.300 0.840 -3.621 -1.965
C -2.526 0.418 -2.202 0.571
C -3.599 -0.354 -1.866 -0.143
C -3.810 -0.755 -0.515 0.902
N -4.835 -1.580 -0.157 0.014
C -6.057 -1.731 -0.909 -1.084
C -7.122 -0.765 -0.381 -0.564
N -7.365 -1.041 1.022 -0.125
C -8.444 -0.238 1.552 -1.111
C -6.138 -0.878 1.784 -0.656
C -5.070 -1.832 1.249 -0.935
N -2.971 -0.402 0.442 -0.314
C -1.901 0.352 0.141 -1.240
C -1.036 0.724 1.191 -0.682
C 0.066 1.495 0.953 -0.519
C 0.362 1.928 -0.354 -0.313
N 1.476 2.741 -0.616 -0.113
C 2.602 2.909 0.136 0.199
S 3.290 4.418 0.169 -0.408
N 3.128 1.832 0.770 0.299
C 2.907 0.491 0.248 -0.273
C 3.987 -0.485 0.720 -1.434
N 5.307 0.021 0.440 0.360
C 6.376 -0.813 0.206 0.782
C 7.587 -0.286 -0.265 -0.379
C 8.668 -1.102 -0.527 -0.692
C 8.552 -2.464 -0.326 0.285
F 9.611 -3.269 -0.585 -0.336
C 7.376 -3.019 0.139 -0.768
C 6.299 -2.197 0.408 -0.396
C 5.524 1.426 0.728 -0.559
C 4.350 1.981 1.528 -1.619
C -0.481 1.599 -1.393 -0.115
C -1.618 0.809 -1.174 1.138
H -1.338 0.474 -3.977 0.404
H -2.299 1.926 -3.699 0.385
H -3.081 0.447 -4.267 0.329
H -4.282 -0.667 -2.640 0.143
H -6.411 -2.757 -0.765 0.391
H -5.896 -1.567 -1.973 0.406
H -6.777 0.275 -0.542 0.302
H -8.055 -0.909 -0.932 0.535
H -8.231 0.843 1.513 0.387
H -9.349 -0.435 0.980 0.342
H -8.618 -0.519 2.589 0.338
H -5.755 0.157 1.725 0.369
H -6.349 -1.110 2.830 0.503
H -5.417 -2.863 1.356 0.344
H -4.132 -1.691 1.784 0.484
H -1.279 0.392 2.188 0.498
H 0.704 1.809 1.766 0.491
H 1.297 3.529 -1.226 0.322
H 2.906 0.530 -0.848 0.375
H 1.934 0.106 0.573 0.248
H 3.848 -0.702 1.790 0.265
H 3.838 -1.414 0.167 0.567
H 7.682 0.772 -0.447 0.370
H 9.596 -0.690 -0.892 0.418
H 7.310 -4.083 0.297 0.416
H 5.400 -2.647 0.797 0.319
H 6.447 1.554 1.304 0.652
H 5.612 2.005 -0.203 0.335
H 4.506 3.044 1.721 0.512
H 4.248 1.457 2.482 0.269
H -0.256 1.959 -2.385 0.476



No. 3
72
Properties=species:S:1:pos:R:3:mulliken_charge:R:1 method="wB97M-V/def2-TZVPD" e_tot_ha=-3557.06927 total_charge=-2 molar_mass_g_mol=842.744 multiplicity=2
Pd 1.383 0.023 -0.351 -0.094
C 0.173 -4.547 3.650 -1.208
C 0.161 -4.066 2.209 -0.396
O -0.376 -2.761 2.158 -0.222
P 0.394 -1.600 1.245 1.114
S 2.243 -1.485 1.970 -0.499
S 0.082 -2.104 -0.654 -0.622
O -0.574 -0.401 1.716 0.154
C -0.504 0.055 3.070 -0.450
C -1.366 1.294 3.221 -0.876
H 0.474 -5.596 3.694 0.398
H -0.823 -4.444 4.085 0.242
H 0.874 -3.945 4.227 0.237
H -0.453 -4.724 1.582 0.243
H 1.180 -4.070 1.810 0.346
H 0.538 0.273 3.314 0.399
H -0.860 -0.747 3.728 0.202
H -0.899 2.124 2.697 0.114
H -1.465 1.543 4.280 0.432
H -2.353 1.110 2.793 0.065
Te 3.293 1.642 0.146 -0.276
C 5.199 0.780 -0.323 -0.237
C 6.200 1.508 -0.969 -0.287
C 7.452 0.956 -1.206 -0.434
C 7.741 -0.336 -0.786 -0.343
C 6.752 -1.075 -0.146 -0.600
C 5.496 -0.528 0.073 -0.097
H 5.991 2.523 -1.286 0.323
H 8.213 1.539 -1.715 0.313
H 8.727 -0.758 -0.947 0.322
H 6.970 -2.081 0.195 0.347
H 4.731 -1.112 0.571 0.161
N 1.302 -0.307 -7.979 -0.553
C 1.376 -0.214 -6.834 0.002
C 1.468 -0.091 -5.431 0.761
C 0.872 0.980 -4.748 -0.756
C 0.960 1.045 -3.376 -0.508
N 1.588 0.129 -2.635 0.223
C 2.177 -0.883 -3.278 -0.391
C 2.153 -1.030 -4.644 -0.682
H 0.346 1.745 -5.303 0.444
H 0.507 1.863 -2.832 0.514
H 2.693 -1.598 -2.648 0.431
H 2.654 -1.863 -5.119 0.428
C -4.242 -2.256 2.760 -1.395
C -4.312 -1.151 1.744 1.017
C -5.220 -0.102 1.859 -0.709
C -5.254 0.906 0.909 -0.373
C -4.373 0.868 -0.161 -0.194
C -3.456 -0.168 -0.292 -0.274
C -3.438 -1.171 0.656 -0.450
S -4.479 2.125 -1.408 1.412
O -5.440 3.108 -0.963 -0.756
O -4.727 1.499 -2.680 -0.770
N -3.016 2.877 -1.496 -0.279
C -2.680 3.657 -0.294 -0.184
C -1.165 3.848 -0.197 -1.383
C -0.405 2.512 -0.027 1.039
O 0.405 2.461 0.912 -0.734
O -0.681 1.585 -0.844 -0.496
H -4.803 -2.006 3.662 0.335
H -3.200 -2.443 3.025 0.191
H -4.649 -3.183 2.349 0.340
H -5.899 -0.070 2.704 0.293
H -5.954 1.729 0.973 0.471
H -2.747 -0.178 -1.110 0.251
H -2.727 -1.981 0.566 0.438
H -2.263 2.180 -1.632 0.233
H -3.048 3.156 0.612 0.231
H -3.188 4.620 -0.375 0.375
H -0.916 4.491 0.645 0.340
H -0.812 4.319 -1.120 0.345



No. 4
64
Properties=species:S:1:pos:R:3:mulliken_charge:R:1 method="wB97M-V/def2-TZVPD" e_tot_ha=-3014.99135 total_charge=+1 molar_mass_g_mol=524.526
C -1.396 3.352 -2.640 -0.329
C -1.182 2.125 -2.018 0.034
C 0.152 1.678 -1.793 0.347
C 1.220 2.527 -2.121 0.444
C 0.959 3.822 -2.561 -0.882
C -0.336 4.226 -2.879 -0.720
C 2.633 2.028 -2.056 -0.978
C 2.718 0.523 -2.057 0.503
C 1.587 -0.266 -1.782 0.591
C 1.623 -1.671 -2.037 0.436
C 2.809 -2.222 -2.531 -0.709
C 3.966 -1.458 -2.675 -0.939
C 3.921 -0.092 -2.399 -0.774
H -2.408 3.604 -2.966 0.400
H 1.802 4.503 -2.693 0.460
H -0.523 5.206 -3.316 0.404
H 3.136 2.394 -2.971 0.537
H 2.820 -3.277 -2.822 0.348
H 4.897 -1.927 -3.004 0.378
H 4.821 0.514 -2.481 0.467
N 0.411 0.368 -1.350 0.212
Sc -0.793 -0.154 0.217 -0.778
C -2.365 1.233 -1.638 -1.295
H -2.136 0.154 -1.796 0.366
H -3.234 1.466 -2.273 0.786
C 0.399 -2.574 -1.866 -1.302
H -0.387 -2.290 -2.588 0.440
H 0.688 -3.619 -2.070 0.388
P -3.031 1.538 0.031 1.284
P -0.355 -2.608 -0.182 1.491
C 1.055 -3.344 0.718 -1.407
H 0.960 -3.155 1.793 0.307
H 1.081 -4.428 0.542 0.444
H 1.997 -2.907 0.367 0.339
C -1.586 -3.947 -0.135 -1.365
H -1.103 -4.934 -0.119 0.441
H -2.190 -3.838 0.780 0.308
H -2.253 -3.880 -1.004 0.372
C -3.070 3.288 0.317 -1.304
H -4.026 3.693 -0.033 0.392
H -2.957 3.475 1.390 0.465
H -2.249 3.778 -0.213 0.376
C -4.624 0.781 0.281 -1.457
H -4.781 0.632 1.359 0.460
H -5.425 1.438 -0.092 0.454
H -4.694 -0.189 -0.233 0.380
H 3.199 2.487 -1.251 0.362
H -2.103 1.031 1.047 -0.176
N -2.373 -1.583 2.045 -0.131
C -1.308 -1.188 2.837 -0.059
N -0.395 -0.362 2.309 0.247
C 0.710 -0.200 3.173 -0.419
C 1.899 0.467 2.860 -0.588
C 2.918 0.476 3.821 -0.650
C 2.762 -0.190 5.049 -0.505
C 1.581 -0.901 5.320 -0.469
C 0.570 -0.915 4.365 0.956
S -0.928 -1.872 4.365 -0.198
H -2.935 -2.322 2.469 0.351
H -2.977 -0.836 1.665 -0.155
H 1.984 0.937 1.875 0.455
H 3.847 1.012 3.613 0.390
H 3.565 -0.166 5.787 0.382
H 1.431 -1.440 6.253 0.394